[1]
The following is a DFT calculation (wB97M-V/def2-TZVPD) of a cluster of 13 separate species, C6H31NO12 in total in a non-equilibrium geometry.

Net charge ... 0
E_LUMO ... -0.0366 eV
Energy above the lowest of the compared OMol25 structures with the same formula, charge and spin ... 95.7 kJ/mol
HOMO level ... -9.24 eV
Max |F| ... 3.17 eV/A
Gap between HOMO and LUMO ... 0.338 hartree
Molecular weight ... 309.31 g mol⁻¹

Element x y z (Å)
N (-0.363, -1.894, 0.091)
C (-1.602, -1.150, 0.358)
C (-2.463, -1.855, 1.228)
C (-3.627, -1.237, 1.667)
C (-3.965, 0.055, 1.296)
C (-3.082, 0.711, 0.447)
C (-1.895, 0.140, -0.003)
H (-0.532, -2.659, -0.536)
H (0.229, -1.235, -0.385)
H (-2.283, -2.850, 1.657)
H (-4.263, -1.651, 2.473)
H (-4.908, 0.450, 1.590)
H (-3.173, 1.798, 0.234)
H (-1.310, 0.769, -0.719)
H (1.990, -2.793, -1.526)
H (3.463, -2.376, -1.276)
O (2.899, -3.093, -1.558)
H (1.305, 2.203, 3.908)
H (1.345, 2.258, 2.361)
O (1.888, 2.111, 3.151)
H (1.353, 3.218, -2.925)
H (2.568, 2.391, -3.061)
O (1.928, 2.852, -3.606)
H (-0.209, 1.852, 0.617)
H (-0.003, 0.451, 1.446)
O (0.383, 1.236, 1.040)
H (2.226, 0.387, 1.366)
H (2.535, -1.078, 1.684)
O (2.550, -0.428, 0.968)
H (-0.891, -3.602, -3.763)
H (0.580, -3.142, -3.579)
O (-0.077, -3.397, -4.227)
H (-3.898, 3.014, -2.750)
H (-4.128, 1.909, -1.698)
O (-3.940, 2.847, -1.807)
H (0.775, -3.917, 2.040)
H (1.118, -2.480, 1.738)
O (1.477, -3.274, 2.152)
H (-1.216, -0.386, 4.250)
H (-2.436, 0.669, 4.147)
O (-1.632, 0.294, 3.714)
H (2.452, -0.257, -1.152)
H (3.898, -0.229, -0.702)
O (3.353, -0.133, -1.494)
H (1.059, 1.688, -1.734)
H (1.573, 0.537, -2.625)
O (0.792, 0.862, -2.161)
H (2.675, 4.279, -0.575)
H (3.002, 2.689, -0.745)
O (2.479, 3.446, -1.018)

Charges obtained by Mulliken population analysis, quoted in units of e:
1. N -0.2157
2. C 0.2087
3. C -0.4809
4. C -0.3578
5. C -1.1930
6. C -0.4467
7. C -0.5928
8. H 0.2427
9. H 0.0106
10. H 0.3493
11. H 0.3157
12. H 0.4828
13. H 0.6451
14. H 0.9532
15. H 0.2875
16. H 0.3436
17. O -0.6024
18. H 0.2963
19. H 0.3358
20. O -0.6342
21. H 0.3272
22. H 0.3255
23. O -0.6151
24. H 0.2496
25. H 0.2924
26. O -0.4130
27. H 0.2670
28. H 0.2149
29. O -0.4907
30. H 0.3090
31. H 0.3227
32. O -0.6303
33. H 0.3108
34. H 0.3571
35. O -0.6303
36. H 0.2934
37. H 0.3456
38. O -0.6679
39. H 0.2926
40. H 0.2719
41. O -0.5498
42. H 0.3417
43. H 0.3476
44. O -0.7202
45. H 0.1815
46. H 0.3209
47. O -0.5695
48. H 0.2723
49. H 0.2938
50. O -0.5986

***

[2]
The following is a DFT calculation (wB97M-V/def2-TZVPD) of a cluster of 13 separate species, C6H31NO12 in total in a non-equilibrium geometry.

Net charge ... +1
⟨S²⟩ ... 0.7757
Spin multiplicity ... 2
E_LUMO (spin up / spin down) ... -3.4772 / -6.7809 eV
HOMO level (spin up / spin down) ... -13.10 / -13.36 eV
Max |F| ... 3.71 eV/A
Gap between HOMO and LUMO (spin up / spin down) ... 0.354 / 0.242 hartree
Molecular weight ... 309.31 g mol⁻¹

Element x y z (Å)
C (1.976, 2.260, 1.064)
C (1.015, 2.183, 0.061)
N (-0.007, 1.374, 0.460)
C (0.519, 0.671, 1.593)
C (1.619, 1.346, 2.079)
C (-1.481, -0.570, 2.246)
C (-0.144, -0.520, 2.073)
H (2.803, 2.926, 1.201)
H (0.806, 2.838, -0.748)
H (-0.769, 0.972, -0.136)
H (2.102, 0.991, 2.963)
H (-2.156, 0.250, 2.019)
H (-1.957, -1.384, 2.800)
H (0.593, -1.293, 2.252)
H (4.026, 0.226, -1.773)
H (4.592, -1.133, -2.109)
O (4.183, -0.362, -2.534)
H (3.439, -1.409, 0.183)
H (3.782, -0.105, 0.871)
O (3.668, -0.486, -0.004)
H (-1.601, 3.205, 1.185)
H (-3.015, 3.337, 1.765)
O (-2.508, 3.427, 0.954)
H (-0.649, -3.380, -3.841)
H (0.532, -2.714, -3.120)
O (-0.444, -2.737, -3.136)
H (-2.164, 2.130, -2.073)
H (-2.633, 2.683, -0.641)
O (-2.866, 2.139, -1.410)
H (0.790, -1.996, 0.094)
H (1.962, -3.036, -0.316)
O (1.457, -2.624, 0.391)
H (0.199, 1.954, -3.264)
H (-1.069, 1.137, -2.911)
O (-0.751, 2.022, -3.141)
H (-1.197, 1.815, 3.679)
H (-0.826, 0.996, 5.014)
O (-0.573, 1.216, 4.103)
H (-0.969, -1.091, -1.664)
H (-2.358, -1.139, -0.888)
O (-1.483, -0.710, -0.942)
H (-4.456, 0.279, 0.188)
H (-3.760, 0.722, -1.095)
O (-4.153, -0.062, -0.656)
H (2.697, -1.515, -2.570)
H (1.314, -1.075, -2.019)
O (1.858, -1.849, -2.189)
H (-1.011, -4.683, 1.351)
H (-0.110, -3.457, 1.007)
O (-0.826, -3.770, 1.584)

Charges obtained by Mulliken population analysis, quoted in units of e:
1. C -0.8958
2. C -0.5773
3. N 0.9961
4. C 0.8075
5. C -0.5063
6. C -1.0113
7. C -0.3594
8. H 0.5369
9. H 0.6822
10. H -0.3561
11. H 0.5791
12. H 0.1689
13. H 0.3226
14. H 0.6370
15. H 0.3531
16. H 0.3387
17. O -0.7434
18. H 0.2877
19. H 0.2429
20. O -0.4700
21. H 0.3022
22. H 0.3049
23. O -0.6957
24. H 0.3038
25. H 0.3721
26. O -0.6299
27. H 0.3596
28. H 0.3303
29. O -0.6642
30. H 0.3024
31. H 0.2940
32. O -0.6950
33. H 0.3060
34. H 0.3345
35. O -0.6944
36. H 0.2586
37. H 0.3045
38. O -0.5475
39. H 0.0825
40. H 0.2429
41. O -0.2436
42. H 0.2507
43. H 0.4510
44. O -0.6625
45. H 0.3556
46. H 0.2019
47. O -0.6532
48. H 0.3091
49. H 0.3974
50. O -0.6112

***

[3]
The following is a DFT calculation (wB97M-V/def2-TZVPD) of a cluster of 10 separate species, C6H33NO10 in total in a non-equilibrium geometry.

Net charge ... 0
SMILES ... CC(C)C[C@@H](N)CO.O.O.O.O.O.O.O.O.O
E_LUMO ... 0.0055 eV
Energy above the lowest of the compared OMol25 structures with the same formula, charge and spin ... 473.1 kJ/mol
HOMO level ... -10.42 eV
Max |F| ... 6.59 eV/A
Gap between HOMO and LUMO ... 0.383 hartree
Molecular weight ... 279.33 g mol⁻¹

Element x y z (Å)
C (1.166, 0.360, -0.537)
O (0.954, 0.432, -1.966)
C (0.184, 1.377, 0.189)
C (-1.260, 0.765, 0.300)
C (-2.284, 1.759, 0.769)
C (-3.324, 1.115, 1.894)
C (-3.283, 2.150, -0.388)
N (0.905, 1.691, 1.490)
H (2.336, 0.483, -0.298)
H (0.980, -0.559, -0.015)
H (0.170, -0.156, -2.219)
H (0.207, 2.410, -0.291)
H (-1.299, -0.106, 1.001)
H (-1.627, 0.488, -0.734)
H (-1.765, 2.719, 1.167)
H (-2.823, 1.361, 2.735)
H (-3.492, 0.006, 1.581)
H (-4.303, 1.638, 1.732)
H (-2.686, 2.675, -1.136)
H (-3.589, 1.194, -0.853)
H (-4.179, 2.582, 0.071)
H (0.250, 1.740, 2.310)
H (1.515, 1.020, 1.856)
H (2.199, -3.103, -0.019)
H (1.507, -2.488, -1.150)
O (1.359, -3.086, -0.384)
H (2.687, 4.116, 0.290)
H (2.161, 2.812, 0.244)
O (2.639, 3.416, -0.313)
H (-1.646, -3.573, 0.128)
H (-2.068, -2.160, 0.050)
O (-2.427, -3.095, -0.045)
H (-0.359, -0.995, 2.850)
H (-1.864, -0.612, 3.181)
O (-1.220, -1.403, 2.939)
H (2.423, -1.006, 2.498)
H (1.473, -1.960, 3.514)
O (2.138, -1.932, 2.698)
H (-0.531, -2.499, -1.795)
H (-1.369, -2.629, -3.104)
O (-1.054, -2.073, -2.498)
H (3.703, 1.205, 2.882)
H (3.611, 1.167, 1.324)
O (3.694, 0.651, 2.083)
H (3.119, -0.350, -2.591)
H (2.325, -1.494, -3.043)
O (3.225, -1.297, -2.588)
H (-2.724, 1.189, -2.920)
H (-2.134, -0.099, -3.217)
O (-2.524, 0.637, -3.652)

Charges obtained by Mulliken population analysis, quoted in units of e:
1. C 0.3109
2. O -0.6296
3. C -0.2105
4. C 0.9187
5. C 0.4619
6. C -1.4288
7. C -1.6033
8. N -0.4730
9. H 0.0077
10. H 0.0591
11. H 0.3605
12. H 0.3039
13. H -0.5196
14. H -0.2872
15. H 0.3754
16. H 0.3905
17. H 0.2518
18. H 0.3963
19. H 0.3533
20. H 0.4056
21. H 0.3975
22. H 0.2817
23. H 0.0211
24. H 0.2852
25. H 0.2255
26. O -0.6250
27. H 0.2733
28. H 0.3328
29. O -0.6251
30. H 0.3206
31. H 0.2959
32. O -0.6477
33. H 0.2565
34. H 0.3454
35. O -0.6287
36. H 0.3548
37. H 0.3022
38. O -0.6446
39. H 0.3088
40. H 0.2051
41. O -0.4687
42. H 0.3254
43. H 0.3340
44. O -0.6732
45. H 0.3263
46. H 0.3406
47. O -0.6347
48. H 0.3503
49. H 0.2872
50. O -0.6660